{"formula": "C62H102Cl4F2N12O10S2", "method": "ωB97M-V with the def2-TZVPD basis set", "multiplicity": 1, "gap_ha": 0.039, "total_charge": -2, "homo_ev": 0.72, "elements": ["Cl", "Cl", "Cl", "Cl", "S", "S", "F", "F", "O", "O", "O", "O", "O", "O", "O", "O", "O", "O", "N", "N", "N", "N", "N", "N", "N", "N", "N", "N", "N", "N", "C", "C", "C", "C", "C", "C", "C", "C", "C", "C", "C", "C", "C", "C", "C", "C", "C", "C", "C", "C", "C", "C", "C", "C", "C", "C", "C", "C", "C", "C", "C", "C", "C", "C", "C", "C", "C", "C", "C", "C", "C", "C", "C", "C", "C", "C", "C", "C", "C", "C", "C", "C", "C", "C", "C", "C", "C", "C", "C", "C", "C", "C", "H", "H", "H", "H", "H", "H", "H", "H", "H", "H", "H", "H", "H", "H", "H", "H", "H", "H", "H", "H", "H", "H", "H", "H", "H", "H", "H", "H", "H", "H", "H", "H", "H", "H", "H", "H", "H", "H", "H", "H", "H", "H", "H", "H", "H", "H", "H", "H", "H", "H", "H", "H", "H", "H", "H", "H", "H", "H", "H", "H", "H", "H", "H", "H", "H", "H", "H", "H", "H", "H", "H", "H", "H", "H", "H", "H", "H", "H", "H", "H", "H", "H", "H", "H", "H", "H", "H", "H", "H", "H", "H", "H", "H", "H", "H", "H", "H", "H", "H", "H", "H", "H"], "coordinates": [[8.0290, -9.7309, -2.0741], [10.0882, -8.0552, -3.0067], [8.7078, -9.6041, -4.8961], [10.4759, -10.9486, -3.0556], [-0.9567, 11.6182, -0.6453], [-1.9283, 9.6239, -1.0420], [0.4288, 12.3761, -0.9234], [-1.4771, 8.2062, -1.6787], [-2.9574, 10.0659, -1.9896], [4.4396, 5.4736, -4.4028], [-2.2824, 9.2681, 0.3483], [4.9313, 6.2039, 9.3693], [-1.0820, 11.8158, 0.7994], [0.1000, -12.6710, -5.7973], [-1.8134, 12.3975, -1.4906], [5.4904, 6.8559, -1.7545], [-4.9738, 2.2000, 7.0036], [-12.4638, -1.8022, 4.3807], [-3.9801, -6.8701, 1.2293], [0.0126, 0.3806, 1.2743], [6.8645, -2.7161, 4.5902], [5.7310, 10.0813, 4.5908], [-12.6607, 0.1045, -5.9077], [1.7037, -4.7216, -9.7710], [-0.3945, 10.3095, -1.2216], [7.3461, -1.2303, -9.7300], [-2.9418, 8.2198, 7.1785], [9.3731, 2.8055, 5.7138], [-5.5013, -9.3110, -4.9094], [-0.9248, 2.6692, -7.5555], [8.2833, -3.1759, -9.1406], [1.5071, 1.8842, 2.4751], [-2.2201, 2.8222, -7.1712], [-3.0837, -6.6491, 3.2550], [4.1751, 6.7813, 11.5182], [-2.9610, 1.8353, -7.8503], [-7.0638, 1.1629, 6.7718], [-2.0351, 0.8895, -0.2663], [5.2372, 6.1259, 10.7236], [1.8989, -1.8000, -1.5934], [-4.1742, 8.5405, 7.7349], [11.0095, 1.2876, 5.7482], [9.8634, 2.7487, 4.4443], [10.8449, 1.7703, 4.5091], [-3.4139, 0.3124, -0.6418], [0.3140, 1.8395, 1.5852], [-2.9889, -7.2845, 2.0073], [-5.7558, 1.1435, 7.5091], [0.4963, -0.2657, 2.6016], [-4.2688, -5.8517, 3.1577], [0.8606, -1.4079, -0.4688], [0.3280, -4.6824, -9.6092], [-6.7452, -9.4110, -4.3171], [-11.6986, 0.3600, -4.9511], [5.4638, -4.3903, 5.0541], [5.4016, 5.4834, -1.9655], [5.3948, 4.9490, -3.4596], [6.3638, -3.1745, 3.4351], [0.9784, -0.0078, 0.1248], [-7.2405, -8.1201, -4.0884], [1.8303, -5.6663, -10.7400], [6.3156, -3.4251, 5.5661], [10.0893, 1.9296, 6.4871], [-0.8417, 1.7759, -8.5551], [-1.4676, 0.2094, 1.0072], [-2.1390, 7.5530, 8.0835], [0.5946, -6.1012, -11.1760], [6.3526, 10.8137, 6.5985], [7.9289, -2.3946, -10.2572], [-12.0714, -1.6367, 2.1781], [-4.0663, 8.0938, 9.0369], [7.2406, -1.3655, -8.3815], [-13.3261, 1.8984, -4.7192], [5.5580, -4.3052, 3.6824], [7.8973, -2.4905, -8.0177], [1.1920, 0.7955, 3.4579], [-12.1316, 1.3782, -4.1626], [2.3626, -13.0797, -5.4972], [1.3054, -12.0645, -5.9217], [-2.1141, 1.2389, -8.7725], [4.5816, 10.2963, 5.3208], [-0.3844, -5.5468, -10.3993], [1.8916, -3.2546, -2.0618], [-2.7399, 7.6351, 9.3103], [-12.7587, -2.4661, 3.2204], [4.9826, 10.8153, 6.5467], [-5.1961, -7.9614, -4.8880], [6.7874, 10.4149, 5.3557], [-6.2412, -7.2663, -4.3548], [9.3102, -9.6256, -3.2593], [-13.6740, 1.0271, -5.7911], [-4.8525, -6.1288, 1.9227], [1.6411, 2.7773, 3.0854], [3.6596, 10.1525, 4.7770], [-4.2574, -7.6766, -5.3398], [8.0748, -2.5045, -11.3217], [-5.8134, -5.9235, 1.4746], [6.3711, 5.1586, -3.8967], [11.7455, 0.5444, 6.0171], [-13.9121, 2.6897, -4.2755], [-2.2333, 7.4216, 10.2399], [6.1989, 6.5593, 10.9984], [4.2474, 11.0835, 7.2910], [-4.1310, -7.1891, 0.2829], [-3.6331, 0.6816, -1.6436], [-12.5215, -0.5409, -6.6720], [5.0694, 7.1149, 9.0997], [3.4047, -12.7636, -5.4500], [-6.2280, -6.1876, -4.3040], [-5.1475, 0.2461, 7.3959], [-2.5521, 3.5692, -6.4655], [2.9076, -1.5333, -1.2777], [-12.1596, -0.5697, 2.3830], [-12.3806, -3.4812, 3.3423], [0.4115, -6.8579, -11.9245], [2.0344, -13.6208, -4.6097], [-4.9243, 9.0938, 7.1896], [6.5292, -3.2281, 6.6063], [6.1868, 4.9197, -1.4617], [4.5130, 5.1235, -1.4469], [-2.1379, 1.9733, -0.2126], [3.2200, 6.2714, 11.3924], [1.2045, -1.0696, 2.4009], [6.6093, -2.6202, 2.5414], [-0.0011, -4.0810, -8.7748], [-3.4550, -0.7631, -0.8145], [2.2043, -4.0237, -1.3556], [-0.1826, -1.4549, -0.7815], [-11.6075, 1.7406, -3.2907], [-7.7132, 0.4187, 7.2327], [2.8446, -5.7501, -11.1012], [2.4341, -4.1708, -9.3431], [5.7186, 9.6863, 3.6613], [6.7446, -0.6165, -7.7819], [0.4911, 1.1292, 4.2231], [4.0498, 7.8006, 11.1528], [-7.5082, 2.1576, 6.8076], [-4.8184, 8.3705, 9.7610], [11.3701, 1.4039, 3.6394], [7.7768, 10.4285, 4.9231], [-10.8164, -0.2612, -4.9028], [-5.0443, 3.0071, 7.5187], [5.1048, -4.9982, 2.9891], [8.5334, 3.3031, 5.9735], [0.0650, 1.5106, -9.0785], [-4.7959, -5.2476, 3.8814], [9.8659, 1.7605, 7.5302], [4.3844, 6.8708, 12.5841], [-14.5943, 0.9995, -6.3556], [-2.5104, -6.6968, 4.1689], [-2.3649, 0.4322, -9.4452], [1.4420, -11.2896, -5.1673], [-0.1665, 3.2056, -7.1588], [6.9303, -0.4808, -10.2643], [2.4331, -13.7914, -6.3197], [-6.8185, 0.8386, 5.7605], [2.0717, 0.4338, 3.9902], [7.4716, -1.9158, 4.6954], [8.0422, -2.6848, -6.9653], [-2.6186, 8.4078, 6.2403], [5.2676, 5.0755, 11.0129], [-12.5299, -1.7292, 1.1935], [-0.4753, 2.2213, 2.2327], [5.2743, 3.8673, -3.5192], [-1.6669, -0.8597, 1.0809], [-0.3634, -0.6324, 3.1624], [0.4318, 2.4365, 0.6809], [1.4291, -11.6785, -6.9335], [1.6618, -1.1916, -2.4661], [9.4488, 3.4091, 3.6972], [6.9247, 11.2075, 7.4256], [-1.1358, 7.3125, 7.7638], [2.5647, -3.3731, -2.9110], [8.7489, -4.1503, -9.1503], [0.9635, -3.5598, -2.5451], [0.9704, 0.7662, -0.6427], [4.8768, -5.1616, 5.5303], [0.8918, -2.1905, 0.2894], [-7.1439, -10.3996, -4.1438], [-1.3561, 0.7780, -1.1117], [-4.1833, 0.7808, -0.0280], [-2.1831, -7.8497, 1.5628], [-1.4491, -5.7258, -10.3735], [-8.2023, -7.9064, -3.6461], [-2.1219, 0.5197, 1.8218], [-11.0056, -1.8604, 2.1318], [2.4676, 1.7591, 1.9751], [-12.8372, -2.2970, 5.1137], [-13.8215, -2.5433, 2.9911], [-0.0082, -13.1540, -4.9747], [-5.7440, 1.2957, 8.5883], [1.9569, 0.1305, 0.5847], [-4.0015, 1.6280, -7.6483], [-4.9806, -10.0436, -5.3699]], "mulliken_charge": [-0.0919, -0.1009, -0.0915, -0.1042, 1.1073, 1.0853, -0.3266, -0.2792, -0.5639, -0.7577, -0.5762, -0.4964, -0.6148, -0.4974, -0.5887, -0.7223, -0.5130, -0.5018, -0.0011, 1.9158, 0.0514, -0.0066, -0.0322, 0.0038, -0.2468, -0.0171, -0.0335, -0.0103, -0.0116, -0.0090, -0.3855, -1.0247, -0.4876, -0.4557, -0.9254, -0.3146, -0.8194, -0.2365, -0.2582, -0.4748, -0.3780, -0.3660, -0.5126, -0.3082, -1.5310, -0.8374, -0.6167, -0.3325, -1.0607, -0.4434, -0.5205, -0.4870, -0.4417, -0.3898, -0.3212, -0.2687, -0.4015, -0.6575, -1.4275, -0.4638, -0.5563, -0.5997, -0.5658, -0.5096, -1.3192, -0.4007, -0.3613, -0.4585, -0.5744, -1.0398, -0.4961, -0.4078, -0.3951, -0.4395, -0.3584, -0.7341, -0.3505, -1.0975, -0.1123, -0.4051, -0.3415, -0.3332, -1.5319, -0.3886, -0.1500, -0.4155, -0.4462, -0.5378, -0.4429, 0.3522, -0.4895, -0.3583, 0.4617, 0.4025, 0.4147, 0.3596, 0.4106, 0.2022, 0.3934, 0.3653, 0.3615, 0.2566, 0.3874, 0.1898, 0.4015, 0.2123, 0.3060, 0.3205, 0.4160, 0.2363, 0.3801, 0.4495, 0.2948, 0.2587, 0.3643, 0.3219, 0.3772, 0.3715, 0.2199, 0.0854, 0.3635, 0.2406, 0.3917, 0.4787, 0.3902, 0.4337, 0.4085, 0.1740, 0.3741, 0.2977, 0.3685, 0.2173, 0.2167, 0.4037, 0.3262, 0.2924, 0.2665, 0.3690, 0.3767, 0.3704, 0.3570, 0.2955, 0.4633, 0.2168, 0.3672, 0.4194, 0.3756, 0.3186, 0.3484, 0.4057, 0.3797, 0.2255, 0.2184, 0.2039, 0.2743, 0.2552, 0.5490, 0.2018, 0.3881, 0.2086, 0.2606, 0.3302, 0.3639, 0.2637, 0.3547, 0.3095, 0.4625, 0.2732, 0.3006, 0.3945, 0.3862, 0.3812, 0.4432, 0.3844, 0.3805, 0.4453, 0.3886, 0.3287, 0.3730, 0.3160, 0.3969, 0.4046, 0.3856, 0.3851, 0.4684, 0.2692, 0.4268, 0.2856, 0.2520, 0.2855, 0.2953, 0.4122, 0.3768, 0.2063]}